(1)
6 unconnected molecules or ions with the total composition C37H49F6N7O2PS in a non-equilibrium geometry. Source: the Open Molecules 2025 dataset; level of theory: ωB97M-V/def2-TZVPD.

Geometry as ORCA input:
```
! wB97M-V def2-TZVPD RIJCOSX def2/J DEFGRID3
* xyz 1 1
C -1.9653 -1.6681 0.8036
C -2.2681 -0.1165 1.0885
C -3.2192 0.4226 -0.0438
C -2.8058 1.6725 -0.9056
C -4.0489 2.4492 -1.5021
F -3.9241 3.8509 -1.4416
F -4.2670 2.1879 -2.8793
C -5.4415 2.2153 -0.8647
C -6.1021 3.1566 0.0479
C -7.4298 2.8401 0.5858
C -8.1321 1.5926 0.2852
C -7.4747 0.6580 -0.6249
C -8.1204 -0.6993 -1.0284
F -7.8406 -1.6927 -0.1143
F -9.4738 -0.5320 -1.1066
F -7.6514 -1.0776 -2.2634
C -6.1815 0.9849 -1.1853
C -1.9220 2.7323 -0.0715
N -2.6147 3.4628 1.0387
C -1.0115 3.6176 -1.0734
C -1.0649 2.7412 -2.4175
F -1.8858 3.6002 -3.2168
P 0.4135 2.7428 -3.5878
O 1.6181 1.6537 -3.3674
O -0.1526 2.5621 -5.1688
S 1.1740 4.5239 -3.5135
N -1.7530 1.4600 -1.9825
C -0.8377 0.2407 -1.8427
C 0.3695 0.3967 -0.8592
H -1.6263 -2.0802 1.7996
H -2.9075 -2.2086 0.5441
H -1.1189 -1.8264 0.0941
H -2.7971 -0.1476 2.0858
H -1.3068 0.4000 1.2827
H -3.3612 -0.4219 -0.7866
H -4.2121 0.4971 0.4635
H -5.5736 4.1087 0.3023
H -7.9441 3.5648 1.2526
H -9.1366 1.3814 0.7272
H -5.7045 0.2583 -1.8802
H -1.0657 2.2885 0.5219
H -1.8450 3.7972 1.6340
H -3.0475 2.7259 1.6162
H -1.4794 4.6267 -1.1677
H 0.0700 3.6443 -0.7664
H 1.7833 1.1414 -4.1844
H -1.0398 2.1507 -5.1054
H -2.1376 1.1863 -2.9111
H -1.4273 -0.7094 -1.7249
H -0.3944 0.1147 -2.8760
H 0.6167 1.4553 -0.5735
H 1.2881 0.0427 -1.4105
H 0.3358 -0.2761 0.0410
N -0.8213 -4.2297 4.2771
C -0.0387 -3.5311 5.1586
C 1.1856 -4.1446 5.2137
C 1.1437 -5.2526 4.3280
C -0.1048 -5.2778 3.7631
H -1.7729 -4.0074 4.0437
H -0.4211 -2.6620 5.6693
H 2.0200 -3.8325 5.8218
H 1.9399 -5.9522 4.1277
H -0.5454 -5.9490 3.0434
N 3.9914 -1.5309 -1.3871
C 4.7536 -0.6919 -0.6150
C 5.5144 -1.4644 0.2222
C 5.2059 -2.8213 -0.0571
C 4.2663 -2.8316 -1.0550
H 3.3349 -1.2381 -2.0878
H 4.6863 0.3785 -0.7286
H 6.2172 -1.0974 0.9544
H 5.6273 -3.6923 0.4204
H 3.7700 -3.6477 -1.5556
N 6.4909 -6.0101 1.9319
C 6.6912 -6.6353 0.7301
C 7.9960 -7.0531 0.6826
C 8.6066 -6.6713 1.9050
C 7.6529 -6.0326 2.6558
H 5.6250 -5.5992 2.2359
H 5.8900 -6.7268 0.0144
H 8.4608 -7.5764 -0.1380
H 9.6293 -6.8459 2.2008
H 7.7000 -5.5923 3.6393
N 9.3153 -2.5694 2.2277
C 9.2718 -1.7085 1.1646
C 9.5794 -0.4530 1.6238
C 9.8233 -0.5613 3.0170
C 9.6557 -1.8786 3.3593
H 9.1271 -3.5584 2.1847
H 9.0251 -2.0627 0.1764
H 9.6254 0.4434 1.0254
H 10.0923 0.2361 3.6919
H 9.7479 -2.3828 4.3080
N -5.6202 6.1208 -2.8844
C -6.2551 6.7868 -1.8701
C -6.8195 7.9198 -2.3965
C -6.5191 7.9363 -3.7826
C -5.7812 6.8133 -4.0543
H -5.1150 5.2569 -2.7852
H -6.2488 6.3982 -0.8642
H -7.3866 8.6550 -1.8476
H -6.8117 8.6868 -4.4998
H -5.3567 6.4484 -4.9758
*
```

Summary:
electronic energy = -90108.7049 eV
frontier orbital gap = 5.759 eV
max |F| = 4.96 eV Å⁻¹
HOMO level = -9.345 eV

Mulliken atomic charge list, values in e, 6 entries:
1 C -1.126
2 C -0.582
3 C -1.044
4 C 1.051
5 C 1.435
6 F -0.329

(2)
A molecular structure, C36H30B2F8Mn2N6O12 in a non-equilibrium geometry. Source: the Open Molecules 2025 dataset; level of theory: ωB97M-V/def2-TZVPD.

Geometry as ORCA input:
```
! wB97M-V def2-TZVPD RIJCOSX def2/J DEFGRID3
* xyz 2 11
Mn 3.6980 0.3567 0.6250
Mn -0.4369 0.1211 2.1671
B -3.1262 -0.2318 2.0477
F -2.6661 1.0012 1.7112
F -3.0527 -0.3501 3.3512
F -4.3289 -0.5867 1.4896
F -2.1219 -1.0454 1.5790
B 0.5944 -0.6730 -0.1448
F 0.2423 -1.4932 0.8764
F 0.1487 -1.0269 -1.4105
F 0.1012 0.5975 0.0929
F 2.0291 -0.5019 -0.2418
C 3.4596 -5.6594 -2.1323
C 4.3693 -4.6355 -2.0660
C 4.2590 -3.7963 -0.9729
C 3.2713 -3.9601 0.0266
C 2.2545 -4.9437 -0.1608
C 2.2866 -5.7714 -1.2566
N 3.2861 -3.1454 1.2470
O 3.6444 -1.9688 1.0664
O 3.1042 -3.6889 2.3057
H 3.4718 -6.3421 -2.9691
H 5.1631 -4.4787 -2.7814
H 5.0404 -3.0916 -0.7297
H 1.4841 -4.9561 0.5960
H 1.6876 -6.6699 -1.2388
C -3.6240 -2.6386 -1.9963
C -2.3076 -2.8059 -1.5963
C -1.3290 -3.5301 -2.3660
C -1.7499 -3.9715 -3.6419
C -3.1377 -3.7653 -4.0467
C -4.0871 -3.1319 -3.2426
N -0.7565 -4.5609 -4.5961
O -1.0964 -4.6399 -5.7566
O 0.3522 -4.9670 -4.1194
H -4.2729 -2.0594 -1.3562
H -1.9249 -2.3763 -0.6824
H -0.3211 -3.5367 -1.9782
H -3.3405 -4.1306 -5.0426
H -5.1033 -2.9564 -3.5634
C 2.2774 -3.9748 7.0666
C 2.0641 -2.6275 6.7979
C 1.2824 -2.2560 5.6951
C 0.7773 -3.2778 4.8828
C 0.9316 -4.6244 5.1639
C 1.6959 -4.9549 6.2767
N 0.1348 -2.8814 3.6110
O -0.0636 -3.7580 2.7583
O -0.2516 -1.7107 3.4628
H 2.7891 -4.3507 7.9403
H 2.4889 -1.8462 7.4106
H 1.3203 -1.2016 5.4645
H 0.4377 -5.4116 4.6136
H 1.9810 -5.9887 6.4043
C -3.0951 1.0437 -1.5187
C -4.3492 1.5746 -1.4280
C -4.6217 2.8920 -1.7458
C -3.5469 3.7030 -2.2436
C -2.3241 3.0887 -2.5121
C -2.0900 1.8115 -2.0556
N -3.7013 5.1614 -2.4782
O -4.7872 5.6855 -2.3443
O -2.7084 5.8179 -2.8606
H -2.9281 0.0495 -1.1313
H -5.1564 0.9289 -1.1151
H -5.5951 3.3296 -1.5804
H -1.4062 3.5496 -2.8461
H -1.0666 1.4908 -2.1830
C 1.0186 7.0399 2.9706
C 0.2104 7.0961 1.8321
C -0.2791 5.8734 1.2469
C -0.0620 4.6835 1.9011
C 0.7459 4.6653 3.0512
C 1.2233 5.8514 3.6172
N -0.6555 3.4570 1.3583
O -1.1880 3.5287 0.2472
O -0.6484 2.3951 2.0018
H 1.5656 7.9157 3.2872
H 0.0620 8.0756 1.4021
H -0.7853 5.9450 0.2956
H 0.8435 3.6986 3.5228
H 1.6762 5.9529 4.5923
C 0.7956 3.6309 -4.5968
C 0.9570 4.7764 -3.8714
C 1.5285 4.6693 -2.6074
C 1.7311 3.4110 -2.0375
C 1.5894 2.2740 -2.7997
C 1.1867 2.3548 -4.1337
N 2.2935 3.2680 -0.6361
O 2.6990 4.3106 -0.1365
O 2.4404 2.1304 -0.1168
H 0.3873 3.6939 -5.5947
H 0.6333 5.7251 -4.2733
H 1.6408 5.5236 -1.9563
H 1.7288 1.2895 -2.3781
H 1.0080 1.5135 -4.7870
*
```

Summary:
electronic energy = -157040.2162 eV
frontier orbital gap (alpha / beta) = 3.739 / 3.484 eV
max |F| = 4.42 eV Å⁻¹
HOMO level (alpha / beta) = -13.012 / -13.012 eV

Mulliken atomic charge list, values in e, 6 entries:
1 Mn 1.393
2 Mn 1.206
3 B 0.453
4 F -0.216
5 F -0.309
6 F -0.318

(3)
2 unconnected molecules or ions with the total composition C9H8Br2N2. Source: the Open Molecules 2025 dataset; level of theory: ωB97M-V/def2-TZVPD.

Geometry as ORCA input:
```
! wB97M-V def2-TZVPD RIJCOSX def2/J DEFGRID3
* xyz 0 1
Br -1.9392 3.4952 3.4974
C -1.2440 2.8911 1.8554
C -1.2614 3.7396 0.7494
C -0.7463 3.2920 -0.4670
C -0.2223 2.0033 -0.5574
Br 0.4729 1.3990 -2.1993
C -0.2050 1.1548 0.5486
C -0.7200 1.6024 1.7651
H -1.6774 4.7520 0.8363
H -0.7530 3.9487 -1.3470
H 0.2111 0.1424 0.4618
H -0.7133 0.9457 2.6451
C -2.6340 -0.9654 0.2281
C -2.7644 0.0516 -0.6928
N -3.2948 1.1029 0.0126
C -3.4619 0.6940 1.3024
N -3.0695 -0.5593 1.4668
H -2.2478 -1.9709 0.0612
H -2.5342 0.1202 -1.7560
H -3.5237 2.0270 -0.3619
H -3.8706 1.3452 2.0751
*
```

Summary:
electronic energy = -152527.9363 eV
structure (SMILES) = Brc1ccc(Br)cc1.c1c[nH]cn1
energy above the lowest of the compared OMol25 structures with the same formula, charge and spin = 3.1 kJ/mol
frontier orbital gap = 9.206 eV
max |F| = 0.82 eV Å⁻¹
HOMO level = -8.623 eV

natural (NBO) atomic charge list, values in e, 6 entries:
1 Br 0.073
2 C -0.092
3 C -0.250
4 C -0.245
5 C -0.124
6 Br 0.072

(4)
A molecular structure, C21H25F3N4O5S2Si2Sr in a non-equilibrium geometry. Source: the Open Molecules 2025 dataset; level of theory: ωB97M-V/def2-TZVPD.

Geometry as ORCA input:
```
! wB97M-V def2-TZVPD RIJCOSX def2/J DEFGRID3
* xyz -2 1
Sr -0.1882 0.1617 -0.6899
N 0.2407 4.3948 -5.0618
C -0.3116 3.4615 -4.1617
C 0.4952 2.7172 -3.3245
C -0.0328 1.7497 -2.4790
C -1.3773 1.4875 -2.4435
C -2.2000 2.3538 -3.1856
C -1.6900 3.3061 -4.0368
S -2.4058 0.3427 -1.5604
O -1.8024 -0.9751 -1.2670
O -3.7413 0.3225 -2.0592
N -2.1519 1.1813 -0.2112
C -3.0750 1.6077 0.6620
N -2.5954 2.4138 1.6471
C -3.4481 2.8232 2.5604
C -4.8008 2.5059 2.5558
C -5.2053 1.7208 1.4866
N -4.3845 1.2703 0.5594
H 1.2076 4.1869 -5.2615
H -0.2848 4.4495 -5.9216
H 1.5697 2.8540 -3.3367
H 0.6907 1.1824 -1.9675
H -3.2659 2.2076 -3.1095
H -2.3643 3.9049 -4.6371
H -3.0244 3.4526 3.3408
H -5.4884 2.8369 3.3202
H -6.2485 1.4314 1.3678
C 4.4090 -1.8545 -0.3832
Si 2.6745 -1.2802 0.3772
C 1.7219 -2.8973 -0.1797
C 2.8861 -1.7876 2.2621
C 4.0977 -2.3038 2.7340
C 4.2797 -2.7186 4.0476
C 3.2249 -2.6051 4.9406
C 2.0236 -2.0626 4.4996
C 1.8157 -1.6503 3.1819
Si 0.1032 -0.8149 2.6545
C 0.3228 0.7923 3.7592
C -1.1188 -1.7427 3.9065
H 4.5762 -2.9312 -0.2669
H 5.2779 -1.3281 0.0262
H 4.3772 -1.6406 -1.4569
H 2.1801 -3.8255 0.1706
H 1.6707 -2.9211 -1.2737
H 0.6930 -2.8484 0.1967
H 4.9338 -2.3931 2.0457
H 5.2343 -3.1274 4.3675
H 3.3355 -2.9344 5.9703
H 1.2084 -1.9628 5.2121
H 0.7108 0.6069 4.7660
H -0.6403 1.3086 3.8437
H 1.0071 1.4719 3.2385
H -0.9564 -1.4650 4.9542
H -1.0592 -2.8329 3.8280
H -2.1428 -1.4490 3.6499
F 0.1229 -0.0580 -5.5612
C 0.2946 -1.2648 -4.9463
F 1.6332 -1.4218 -4.8564
F -0.1336 -2.1922 -5.8288
S -0.6724 -1.2936 -3.2571
O -1.7699 -0.5365 -3.8162
O -0.8420 -2.7052 -3.0879
O 0.4035 -0.6820 -2.5044
*
```

Summary:
electronic energy = -84790.4105 eV
energy above the lowest of the compared OMol25 structures with the same formula, charge and spin = 601.1 kJ/mol
frontier orbital gap = 4.274 eV
max |F| = 14.60 eV Å⁻¹
HOMO level = -0.194 eV

Mulliken atomic charge list, values in e, 6 entries:
1 Sr 1.708
2 N -0.660
3 C 1.009
4 C -1.587
5 C -0.708
6 C 0.728